Computed, not measured: a structure of composition C5H3NO at a distorted geometry, with wB97M-V/def2-TZVPD.

Calculated values
Orbital gap = 9.899 eV
Charge = 0
Energy relative to the best compared isomer or geometry (same formula, charge and spin) = 354.3 kJ/mol

```
10
Properties=species:S:1:pos:R:3:mulliken_charge:R:1
H -0.3547 -0.8138 -1.6102 0.27
C 1.9873 -0.1976 0.7553 0.37
N -1.1136 2.5358 -0.9438 -0.37
C 0.8558 -0.1298 0.3475 -0.91
H 3.0157 -0.3726 0.9517 0.45
H -0.4089 -1.8349 -0.0906 0.26
C -0.9705 1.5383 -0.3768 0.20
O -1.6938 -0.0878 1.2146 -0.53
C -0.2934 -0.8261 -0.4985 -0.33
C -1.0238 0.1883 0.2507 0.62
```

Computed, not measured: a structure of composition C6H10FeO8 at a distorted geometry, with wB97M-V/def2-TZVPD.

Calculated values
<S²> = 6.01
Multiplicity = 5
Orbital gap (alpha / beta) = 4.459 / 4.421 eV
Charge = 0
Energy relative to the best compared isomer or geometry (same formula, charge and spin) = 243.8 kJ/mol

```
25
Properties=species:S:1:pos:R:3:mulliken_charge:R:1
C 1.7586 3.1442 0.2189 0.26
H -1.5410 2.9676 1.4673 0.40
H 0.5862 -2.3724 2.1125 0.29
H 0.9638 -3.6219 -1.6052 0.26
O -2.3271 -1.9561 -0.6577 -0.46
C 0.4981 3.5782 0.8825 0.32
O -0.4204 -0.5580 -2.0453 -0.39
C 1.0344 0.8547 0.3606 0.92
H 0.4431 -0.5650 -2.4584 0.29
H -2.6341 -2.5875 -1.3083 0.28
C 2.0214 1.8596 -0.0070 -0.79
O 0.3328 4.6929 1.4768 -0.66
H -1.0101 -0.2365 -2.7272 0.25
H -0.2248 -3.8393 -0.6931 0.31
H -0.9094 -2.5477 2.2685 0.26
C -0.5698 2.7440 1.0514 -0.79
O 2.7009 3.9765 -0.1301 -0.71
O -0.2469 -2.1859 1.6798 -0.37
H 3.0272 1.6121 -0.3128 0.42
C -0.4463 1.3204 0.6868 0.78
O -1.2876 0.4244 0.5996 -0.63
O 1.3111 -0.3512 0.4627 -0.88
H -3.1014 -1.7591 -0.1305 0.28
O 0.3541 -3.1567 -1.0324 -0.50
Fe -0.3128 -1.4372 -0.1596 0.88
```

Computed, not measured: an isolated molecule of C6H12O at a distorted geometry, with wB97M-V/def2-TZVPD.

Calculated values
Orbital gap = 10.992 eV
Charge = 0
Energy relative to the best compared isomer or geometry (same formula, charge and spin) = 147.9 kJ/mol

```
19
Properties=species:S:1:pos:R:3:mulliken_charge:R:1
H 1.8923 -1.7569 -0.6336 0.29
H 1.4290 2.5100 -0.8466 0.37
H 1.8042 1.3306 -2.0954 0.39
O -0.9166 1.0932 1.2444 -0.60
H -1.8650 -1.3880 2.0696 0.34
H -3.1038 -0.5173 1.1611 0.36
C 1.1625 1.5122 -1.2208 -1.29
C 1.1188 -1.0115 -0.7591 -0.81
H 2.3271 0.4872 0.3285 0.36
H 0.6257 -1.0008 1.3942 0.25
C 1.3971 0.3636 -0.2272 0.02
C -2.1368 -1.0261 1.0724 -1.46
H 0.0274 1.2534 1.0419 0.47
H -2.2995 -1.8986 0.4269 0.34
H 0.1325 1.5662 -1.5887 0.26
H -1.4381 0.1612 -0.5496 0.14
H 0.5909 -1.0030 -1.7076 0.26
C -1.0881 -0.0863 0.4672 0.58
C 0.3406 -0.5890 0.4224 -0.26
```

Computed, not measured: a structure of composition C3H7N3O2 at a distorted geometry, with wB97M-V/def2-TZVPD.

Calculated values
Orbital gap = 9.480 eV
Charge = 0
Energy relative to the best compared isomer or geometry (same formula, charge and spin) = 239.9 kJ/mol

```
15
Properties=species:S:1:pos:R:3:mulliken_charge:R:1
N -0.5113 0.9625 -1.4063 -0.72
C -1.3711 -0.1418 0.6568 0.35
N 0.0612 -1.2900 -0.8936 -0.56
H -0.1317 1.8520 -1.0932 0.31
O -1.4724 -1.1254 1.3437 -0.59
H -0.0823 0.6989 -2.2857 0.26
H -0.1431 -2.0206 -0.2196 0.29
C 1.7586 -0.0402 1.1650 -0.28
H 2.5360 0.3479 1.8160 0.28
H 1.8369 -1.1066 0.9169 0.22
C -0.3272 -0.0503 -0.4385 0.80
H -1.8981 1.6091 0.1498 0.38
H 0.9776 -1.3747 -1.3071 0.28
O -2.1071 0.9503 0.8315 -0.49
N 0.8740 0.7289 0.7643 -0.50
```